Entry from OMol25: a single H2P2S4 molecule in a non-equilibrium geometry (ωB97M-V/def2-TZVPD).

XYZ file:
```
8
Properties=species:S:1:pos:R:3:forces:R:3
P -0.855 -1.172 -0.876 1.11 0.45 -0.26
P 1.468 0.353 0.382 -1.19 0.78 0.55
S 3.389 0.594 0.498 -1.04 -0.51 -0.39
S 0.428 -1.545 0.822 0.89 0.99 -0.34
S 0.179 0.762 -1.306 0.36 -1.19 0.13
S -2.600 -0.580 0.126 0.37 -1.82 2.81
H 0.802 1.372 1.155 0.49 -0.97 0.11
H -2.810 0.216 -0.800 -0.99 2.27 -2.61
```
Forces are in eV/Å.

Results
**HOMO**: -9.19 eV
**Total energy**: -61952.035 eV
**E_LUMO**: -1.13 eV
**Frontier orbital gap**: 8.1 eV
**Net charge**: 0